The following is a quantum chemistry calculation of C20H34ClFeIN3O4 as an isolated structure in a non-equilibrium geometry, from OMol25.

The geometry in XYZ format:
```
64
Properties=species:S:1:pos:R:3:forces:R:3
O 0.0857 0.5398 -1.0183 0.0 1.1 -1.5
C 1.3353 0.7541 -1.6097 -0.3 -0.8 0.7
C 1.4749 -0.0146 -2.9031 0.0 -0.1 -0.3
C 0.6177 -1.0656 -3.2108 -0.1 0.3 -0.1
H -0.1787 -1.2928 -2.5181 0.1 0.0 0.0
C 0.7718 -1.7926 -4.3824 0.1 0.1 -0.1
H 0.1024 -2.6166 -4.5989 0.0 0.0 0.0
C 1.7828 -1.4681 -5.2771 -0.1 0.0 0.0
H 1.9066 -2.0337 -6.1920 0.0 0.0 0.0
C 2.6312 -0.4060 -4.9908 0.0 0.1 0.0
H 3.4170 -0.1383 -5.6858 0.0 0.0 0.0
C 2.4768 0.3103 -3.8127 0.0 0.0 -0.1
H 3.1427 1.1351 -3.5897 0.1 0.0 0.0
H 1.4589 1.8153 -1.8528 0.0 0.3 -0.1
C 2.5204 1.4526 0.4882 0.0 1.1 0.0
C 2.3977 0.4090 -0.5743 1.9 1.2 -2.8
H 3.5013 1.4822 0.9554 0.1 -0.1 0.1
H 1.7685 1.2979 1.2600 0.6 0.5 -0.3
H 2.3248 2.4417 0.0668 0.2 0.3 -0.3
C 3.0891 -0.7316 -0.6263 1.4 1.0 -2.3
C 4.1184 -1.2214 0.3351 0.7 0.0 0.3
H 2.9121 -1.3883 -1.4713 -0.1 -0.1 0.0
H 5.0955 -1.3655 -0.1176 0.3 0.0 -0.5
H 3.8175 -2.1754 0.7752 0.1 0.1 -0.2
H 4.2384 -0.5274 1.1712 0.1 -0.1 -0.2
Fe -0.3506 -0.3164 0.5919 0.3 -0.7 0.3
Cl 1.7933 -0.8698 1.2754 -3.3 -3.6 6.2
C -0.6466 -2.0076 2.9605 -0.4 0.8 -1.1
O -1.1298 -1.0016 2.4159 0.2 -0.7 1.5
N -1.1329 -2.5404 4.0846 -0.3 -0.1 0.7
C -1.9707 -1.7739 4.9838 -0.1 -0.2 -0.3
C -0.8532 -3.9152 4.4380 0.4 0.3 0.1
H 0.2174 -2.5189 2.5393 0.0 -0.1 -0.3
H -2.1660 -0.8059 4.5387 0.0 0.1 -0.1
H -1.4725 -1.6387 5.9443 0.1 0.0 0.1
H -2.9149 -2.2919 5.1523 -0.1 0.0 0.0
H -0.3617 -4.4147 3.6092 0.0 0.0 -0.1
H -1.7768 -4.4476 4.6672 -0.1 0.0 -0.1
H -0.2015 -3.9627 5.3110 0.1 -0.1 0.2
H -3.5973 0.0358 -3.9023 -0.2 -0.1 -0.2
H -4.7409 -1.5365 -1.9924 -0.2 0.1 -0.1
C -2.7167 -0.1614 -3.2928 -0.4 0.4 0.0
C -3.7692 -1.4888 -1.5012 0.4 -0.1 -0.2
N -3.0861 -0.2701 -1.8981 -0.5 -0.6 -0.3
H -2.0061 0.6489 -3.4305 0.1 0.0 0.0
C -2.6197 0.5851 -0.9990 1.0 0.0 1.4
O -2.3348 0.3134 0.1805 -1.9 0.8 -1.0
H -3.8833 -1.5068 -0.4248 0.0 0.0 0.1
H -2.5197 1.6115 -1.3761 0.4 0.0 -0.2
H -2.2577 -1.0933 -3.6235 0.1 0.0 0.1
H -3.1690 -2.3454 -1.7967 -0.1 -0.2 0.1
H -0.6967 4.0421 3.7825 0.0 0.0 0.1
H -1.8908 5.4024 1.7326 -0.1 0.1 0.0
C 0.0539 3.9101 3.0026 -0.1 -0.1 0.1
C -1.1162 4.9727 1.0981 0.3 -0.2 0.2
N -0.5787 3.7755 1.7079 0.2 0.7 0.2
H 0.6389 3.0225 3.2184 -0.1 -0.2 -0.1
C -0.5862 2.6050 1.0695 0.4 -2.1 0.6
O -0.2200 1.5368 1.5887 -0.8 2.4 0.1
H -1.5395 4.7166 0.1344 -0.1 0.0 -0.2
H -0.9196 2.6409 0.0336 -0.1 -0.1 -0.2
H 0.7262 4.7667 3.0081 0.0 0.2 -0.1
H -0.3276 5.7143 0.9622 0.0 0.1 -0.1
I -0.6857 -2.7930 -0.4139 -0.3 -1.5 -0.2
```
Forces are in eV/Å.

Calculated total energy = -3269.340353 Ha
Orbital gap (alpha / beta) = 0.1836 / 0.1856 Ha
HOMO (alpha / beta) = -0.0918 / -0.0938 Ha
Total charge = -1
LUMO energy (alpha / beta) = 2.50 / 2.50 eV
Spin multiplicity = 5
Maximum force = 7.922 eV Å⁻¹

---

The following is a quantum chemistry calculation of C19H17Br2N5O5SeZr as an isolated structure in a non-equilibrium geometry, from OMol25.

The geometry in XYZ format:
```
50
Properties=species:S:1:pos:R:3:forces:R:3
Zr -0.0329 0.8220 0.1801 0.1 -0.2 3.0
O -1.3278 1.5353 1.8237 -0.7 0.3 0.6
C -2.4555 2.4035 1.5222 -0.6 0.5 -0.6
C -2.1060 3.2065 0.2615 -0.1 0.1 0.8
N -1.4651 2.3203 -0.7219 -0.4 0.4 -0.5
C -2.4267 1.4399 -1.4185 -0.3 -0.6 -0.4
C -1.7538 0.0445 -1.4796 -3.1 -0.4 -0.7
O -2.3688 -0.9826 -1.3193 0.2 0.5 -0.3
O -0.4644 0.1392 -1.5792 0.9 -0.5 -1.5
C -0.5928 3.0685 -1.6506 0.7 0.5 -0.4
C 0.8713 3.1123 -1.1301 -0.1 1.7 -1.5
O 1.7105 3.7962 -1.6384 -0.4 -0.3 0.1
O 1.0934 2.3220 -0.0987 1.6 0.8 0.1
H -1.1940 1.5489 2.7887 0.4 -0.2 -0.4
H -3.3483 1.7762 1.3815 0.3 0.1 0.1
H -2.6410 3.0965 2.3477 0.1 -0.2 0.0
H -3.0128 3.6700 -0.1489 0.2 0.0 0.1
H -1.4021 4.0046 0.5323 -0.1 -0.2 -0.2
H -3.3773 1.3569 -0.8829 0.2 0.1 0.0
H -2.6476 1.7834 -2.4381 0.1 0.0 0.2
H -0.5537 2.5699 -2.6296 -0.1 0.1 0.3
H -0.9446 4.0960 -1.8207 0.0 -0.3 0.1
Se 1.5487 -6.4969 -1.2926 0.0 0.1 0.0
N 2.4808 -5.0277 -1.4110 0.9 1.0 -0.2
C 1.8044 -4.0299 -0.8728 -0.3 -1.3 -0.1
C 2.2415 -2.6665 -0.8363 -0.1 1.0 0.2
C 3.4361 -2.2426 -1.4350 -0.3 0.2 0.1
C 3.7417 -0.8977 -1.4444 -0.2 -0.1 0.1
C 2.8519 -0.0009 -0.8520 0.4 0.2 -0.1
N 1.7296 -0.3886 -0.2539 0.6 -0.9 -0.5
C 1.4026 -1.7032 -0.2342 0.8 -0.7 -0.4
C 0.1353 -2.0912 0.3692 -0.3 -1.0 0.0
N -0.6076 -1.1345 0.9855 0.0 -1.5 0.3
C -1.8041 -1.4747 1.4684 -0.2 -0.1 0.4
C -2.3494 -2.7477 1.3479 0.3 0.1 0.0
C -1.6033 -3.7354 0.7424 0.2 0.3 0.1
C -0.3248 -3.4233 0.2648 -0.2 0.9 0.3
C 0.5261 -4.3993 -0.3501 0.7 -1.0 -0.6
N 0.2298 -5.6777 -0.4964 -1.1 0.4 0.6
H 4.0657 -2.9851 -1.9008 0.1 0.0 -0.1
H 4.6331 -0.5267 -1.9243 0.1 0.0 0.0
H 3.0528 1.0703 -0.8607 -0.1 -0.2 0.0
H -2.3527 -0.6967 1.9928 0.0 -0.1 -0.2
H -3.3399 -2.9438 1.7215 -0.1 0.0 0.1
H -1.9716 -4.7431 0.6299 -0.1 -0.1 0.0
Br 1.6546 0.6131 2.6368 0.3 0.2 0.4
C 2.3883 2.4366 2.5588 0.0 -0.1 -0.1
Br 0.9203 3.6367 2.4434 0.1 1.0 0.8
H 2.9879 2.5167 1.6548 -0.1 -0.1 0.1
H 2.9598 2.6274 3.4674 -0.2 -0.2 -0.2
```
Forces are in eV/Å.

Calculated total energy = -8980.365781 Ha
Orbital gap = 0.2811 Ha
HOMO = -0.5343 Ha
Total charge = +2
LUMO energy = -6.89 eV
Spin multiplicity = 1
Maximum force = 3.174 eV Å⁻¹

---

The following is a quantum chemistry calculation of C3H6N2OS in the gas phase in a non-equilibrium geometry, from OMol25.

The geometry in XYZ format:
```
13
Properties=species:S:1:pos:R:3:forces:R:3
C -0.0057 -0.8704 -0.9404 -0.7 0.8 0.9
C 0.0543 0.6018 -1.1070 -0.5 0.9 0.1
C -0.2522 0.5899 1.5886 1.1 -0.2 1.1
H 0.2371 -2.5365 -1.6070 -0.2 -1.1 -0.4
H 0.6580 0.8505 -1.9824 0.0 -0.1 0.2
H -0.9500 1.0089 -1.2772 0.1 -0.1 0.1
H -0.8075 1.2989 2.1911 -0.4 0.2 -0.3
H 0.4580 0.0992 2.2760 -0.3 -0.1 -0.2
H -0.9722 -2.1181 0.3166 -0.6 -0.6 0.2
N 0.2525 -1.5850 -1.9324 0.6 -0.7 0.0
N -0.3918 -1.3129 0.3916 1.7 0.1 -1.8
O -1.1283 -0.3277 1.0287 -1.1 0.5 0.3
S 0.7875 1.3986 0.3370 0.3 0.5 -0.2
```
Forces are in eV/Å.

Calculated total energy = -700.770189 Ha
Orbital gap = 0.3532 Ha
HOMO = -0.3231 Ha
LUMO energy = 0.82 eV
SMILES string = [H]/N=C1/CSCON1
Spin multiplicity = 1
Maximum force = 2.478 eV Å⁻¹

---

The following is a quantum chemistry calculation of a 2-piece molecular cluster, C4H10N2OS overall in a non-equilibrium geometry, from OMol25.

The geometry in XYZ format:
```
18
Properties=species:S:1:pos:R:3:forces:R:3
C 0.2450 -1.8135 -0.5374 -2.4 -2.8 1.4
C 1.2991 -2.7521 0.0077 -0.4 -2.0 -0.3
C 0.1206 -0.7349 -2.6122 -2.0 0.5 -2.8
C -0.9159 2.3262 1.3150 2.0 0.6 -2.9
N 0.7225 -1.0250 -1.5486 -0.6 2.0 -3.2
N -0.6573 1.4043 0.2078 -1.9 0.5 -0.5
O 1.8287 -0.4526 -1.5416 4.0 1.2 2.0
S 0.9227 -4.4855 -0.3642 0.1 0.1 0.2
H -0.6497 -2.3594 -1.0204 1.5 0.4 0.8
H -0.2360 -1.2876 0.2840 0.4 0.8 -0.1
H 2.3456 -2.7598 -0.2631 0.3 1.0 -1.1
H 1.4467 -2.6580 1.0514 -0.4 0.1 1.3
H 0.4790 -0.0591 -3.4764 -0.4 -1.2 1.7
H -0.5887 3.3407 1.0665 0.1 0.1 0.5
H -1.9003 2.3379 1.5572 -3.1 0.0 0.5
H -0.4194 1.9142 2.0876 1.8 -0.7 3.1
H 0.3138 1.2545 0.0262 0.6 0.3 -0.2
H -1.0888 1.9151 -0.5601 0.5 -0.8 -0.6
```
Forces are in eV/Å.

Calculated total energy = -741.060994 Ha
Orbital gap (alpha / beta) = 0.2959 / 0.2599 Ha
HOMO (alpha / beta) = -0.3246 / -0.3321 Ha
LUMO energy (alpha / beta) = -0.78 / -1.96 eV
Spin multiplicity = 1
Maximum force = 4.616 eV Å⁻¹

---

The following is a quantum chemistry calculation of C30H37Ge2HgN3O4 as an isolated structure in a non-equilibrium geometry, from OMol25.

The geometry in XYZ format:
```
77
Properties=species:S:1:pos:R:3:forces:R:3
Hg -0.0917 0.9650 -1.5216 0.1 -1.1 0.4
C -3.3895 -1.7011 -3.3012 0.7 0.2 -0.1
C -2.9128 -1.6447 -1.8416 -1.2 -2.0 1.2
O -2.3245 -0.6860 -1.3038 0.9 2.1 -1.0
C -3.3681 -2.7355 -1.0619 -0.3 -0.7 -1.8
C -3.6223 -2.6988 0.3146 2.6 2.5 2.9
C -4.8071 -3.3795 0.9331 1.8 -2.5 0.8
N -2.8037 -1.8918 1.0773 -0.6 -2.8 -4.5
N -3.1942 -1.6939 2.2750 -0.8 2.4 5.5
C -2.3564 -0.8596 2.9976 -0.6 -1.8 -2.7
O -1.2011 -0.5454 2.6226 0.5 0.7 0.6
C -3.0112 -0.1345 4.1021 0.0 0.7 -0.3
C -2.6030 1.1874 4.3223 0.8 0.9 1.0
C -3.2327 2.0178 5.2866 0.0 -1.2 -1.9
C -4.3762 1.5969 5.9168 0.2 -2.3 0.5
C -4.7530 0.2175 5.7983 0.9 1.1 -1.3
C -4.1010 -0.5818 4.8352 -1.6 0.3 1.5
H -2.5944 -2.1440 -3.9201 -0.6 0.1 0.0
H -3.6364 -0.7152 -3.6795 0.4 0.7 -0.1
H -4.3412 -2.2052 -3.3827 0.0 -0.7 0.1
H -3.6493 -3.6676 -1.5785 -0.4 0.6 -0.1
H -5.7229 -3.0731 0.5256 -1.4 0.3 -0.8
H -4.8271 -3.2123 2.0077 0.1 0.3 0.0
H -4.6743 -4.5223 0.8393 -0.5 1.4 -0.2
H -1.7159 1.5919 3.7869 -0.8 -0.7 0.3
H -2.9311 3.0313 5.3989 0.4 0.7 0.1
H -4.8440 2.2729 6.5820 -0.7 0.4 0.7
H -5.5883 -0.2221 6.3309 -0.1 0.2 0.1
H -4.5927 -1.5345 4.6853 0.6 -0.3 -0.3
N -1.4511 1.8260 -3.2280 -0.4 0.7 0.6
C -0.7378 1.6126 -4.5047 -1.0 1.1 -0.5
C -0.8149 0.2063 -5.0619 2.1 0.1 0.1
C -0.3218 -0.9111 -4.1331 1.1 -2.2 0.6
O -0.6366 -2.0760 -4.4644 0.4 1.4 -0.1
O 0.4690 -0.6498 -3.1418 -0.8 0.4 -1.4
H -2.3992 1.4615 -3.2638 0.1 -0.5 0.2
H -1.5701 2.8317 -3.0056 0.3 -0.8 -0.4
H 0.2832 1.9468 -4.3471 0.3 -0.3 0.0
H -1.1793 2.3172 -5.2344 0.2 -0.2 -0.1
H -0.1360 0.1905 -5.9571 -0.3 0.0 0.8
H -1.7261 -0.1527 -5.4595 -1.4 0.2 -0.1
C 4.5067 -2.2190 0.0076 -0.3 0.3 0.8
Ge 2.6412 -1.6043 0.3470 -1.0 -0.8 -0.3
C 2.5397 -1.5780 2.2669 -0.1 -0.4 0.9
C 1.3090 -2.8960 -0.4314 -0.4 1.2 0.4
Ge 2.1861 0.7285 -0.3246 -0.8 -0.2 -1.6
C 2.1394 1.9706 1.1398 0.4 -0.2 1.0
C 3.3213 2.5085 1.6759 0.6 0.3 -0.8
C 3.3534 3.1997 2.8727 -2.3 -0.5 0.8
C 2.1563 3.1902 3.6719 1.5 0.8 0.2
C 1.0102 2.5971 3.1765 0.6 0.5 -0.5
C 0.9783 2.0471 1.9056 -0.4 -0.2 -0.4
C 3.4734 1.2206 -1.7942 -0.1 -0.2 -1.5
C 3.3603 0.5417 -3.0603 1.2 0.8 0.6
C 4.2568 0.8464 -4.1222 -1.2 -0.4 1.6
C 5.2401 1.8138 -3.9555 0.3 -0.1 -0.9
C 5.3021 2.5342 -2.7853 0.2 0.5 0.7
C 4.4392 2.2405 -1.7520 -0.6 -0.8 0.6
H 4.4406 -3.2312 -0.3813 0.2 0.0 -0.1
H 5.0704 -2.1973 0.9650 -0.4 -0.1 -0.5
H 4.9924 -1.5435 -0.6725 0.4 0.1 -0.5
H 3.4313 -1.0794 2.6095 0.4 0.4 0.3
H 2.6250 -2.6027 2.6362 0.0 -0.2 -0.1
H 1.6733 -1.1472 2.7659 -0.2 0.2 -0.4
H 0.3129 -2.7232 0.0481 0.8 -0.2 -0.1
H 1.5691 -3.9520 -0.4292 0.2 0.0 0.3
H 1.1591 -2.5908 -1.4549 -0.1 0.0 -0.6
H 4.2245 2.4351 1.0456 -0.3 0.1 0.6
H 4.1999 3.7465 3.2234 0.6 0.1 0.1
H 2.1842 3.7031 4.6761 -0.2 -0.7 -1.2
H 0.0854 2.6051 3.6806 -0.7 0.1 1.0
H -0.0033 1.6815 1.5537 0.7 -0.1 0.1
H 2.6326 -0.2509 -3.2155 -0.1 0.2 0.1
H 4.1014 0.2540 -5.0126 0.4 0.2 -0.3
H 5.9731 1.9804 -4.7373 -0.1 0.1 -0.1
H 6.0066 3.3416 -2.5368 0.0 -0.5 -0.8
H 4.5945 2.7946 -0.8484 -0.2 0.3 0.4
```
Forces are in eV/Å.

Calculated total energy = -5937.752312 Ha
Orbital gap (alpha / beta) = 0.1068 / 0.1070 Ha
HOMO (alpha / beta) = 0.0425 / 0.0423 Ha
Total charge = -2
LUMO energy (alpha / beta) = 4.06 / 4.06 eV
Spin multiplicity = 1
Maximum force = 6.007 eV Å⁻¹

---

The following is a quantum chemistry calculation of C10H15Cl2CoN8O3S as an isolated structure in a non-equilibrium geometry, from OMol25.

The geometry in XYZ format:
```
40
Properties=species:S:1:pos:R:3:forces:R:3
Co -0.1999 0.5289 -0.7322 -1.4 -0.1 -1.5
N -1.6740 0.1485 -4.3605 -0.6 -0.3 -1.2
C -1.2582 0.0645 -3.0653 -0.3 -0.7 1.2
S 0.1581 0.9992 -2.8178 -0.5 2.0 -3.0
N -1.8709 -0.7239 -2.2271 -0.4 0.4 -1.7
N -1.3123 -0.8280 -0.9467 -3.8 -0.8 -2.5
C -2.1731 -0.5762 -0.0202 -2.1 0.6 2.4
C -1.7789 -0.5578 1.4012 -0.7 -0.8 -1.8
C -2.5941 -1.2694 2.2991 0.5 0.4 0.5
C -2.2602 -1.3141 3.6475 -0.1 0.1 -0.1
C -1.1279 -0.6376 4.0843 0.3 0.3 -0.5
C -0.3429 0.0851 3.1719 0.2 0.2 0.2
C -0.6301 0.1662 1.7947 -1.9 -1.6 4.5
O 0.0854 0.8507 0.9863 -8.4 4.1 10.4
H -0.8669 0.5146 -4.8531 -0.5 -0.3 -0.6
H -1.9475 -0.7743 -4.6542 -0.3 -0.2 -0.6
H -3.2345 -0.3847 -0.2480 0.5 -0.4 -0.1
H -3.4603 -1.8049 1.9281 0.1 0.0 -0.1
H -2.8675 -1.8776 4.3449 0.0 0.0 0.0
H -0.8376 -0.6602 5.1283 0.0 0.0 0.0
H 0.5376 0.6138 3.5348 -0.1 -0.1 -0.1
N -0.0114 2.4043 -0.6843 -3.3 6.2 -1.5
N 1.1159 2.7880 0.0359 0.2 0.3 -0.1
C 1.8544 1.6927 0.4290 3.1 2.3 -0.5
N 3.0522 2.1069 0.9482 0.9 -0.5 0.8
N 1.3724 0.5034 0.2586 9.6 -1.0 -3.0
N 2.1263 -0.5408 0.6224 1.4 -0.2 -0.8
O 2.8234 -0.4821 1.6522 0.8 0.6 2.2
O 2.0841 -1.5562 -0.0857 2.5 -1.7 3.6
H -0.0398 2.7799 -1.7217 0.4 -0.8 2.3
H -0.9455 2.8341 -0.2832 2.4 -0.8 -0.3
H 1.6871 3.5435 -0.3420 -0.3 -0.3 0.0
H 2.9608 2.9209 1.5469 -0.1 0.0 -0.2
H 3.5382 1.3673 1.4596 -0.3 -0.1 -0.3
Cl 0.8319 -1.1522 -1.7289 1.8 -5.3 -6.8
C 1.7610 -2.4672 -2.4576 0.9 0.1 0.6
Cl 0.7862 -3.3649 -3.6267 -0.2 -0.3 -0.3
H 2.0895 -3.1496 -1.6699 -0.1 0.0 -0.3
H 2.6312 -2.0475 -2.9679 -0.2 -0.2 -0.1
H -0.0620 -0.7430 0.2192 -0.3 -1.1 -1.0
```
Forces are in eV/Å.

Calculated total energy = -3754.437858 Ha
Orbital gap (alpha / beta) = 0.1531 / 0.2193 Ha
HOMO (alpha / beta) = -0.0573 / -0.1247 Ha
Total charge = -1
LUMO energy (alpha / beta) = 2.61 / 2.58 eV
Spin multiplicity = 4
Maximum force = 13.982 eV Å⁻¹

---

The following is a quantum chemistry calculation of C4H9N3S in the gas phase in a non-equilibrium geometry, from OMol25.

The geometry in XYZ format:
```
17
Properties=species:S:1:pos:R:3:forces:R:3
C -1.2903 1.2429 1.8681 1.1 0.2 1.2
C -0.6773 0.2792 0.8359 -1.0 -0.3 -1.6
C 1.3995 -1.3786 -0.6949 0.7 0.9 -1.1
C 1.3445 -0.2365 -1.6970 -1.5 -0.4 0.1
H -1.5971 0.7241 2.8295 0.2 0.4 -1.3
H -2.1350 1.8041 1.4457 0.2 -0.5 0.1
H -0.5412 2.0211 2.2015 -0.6 -0.8 -0.5
H -2.2685 0.2835 -0.2020 0.5 -0.2 -0.1
H 0.8520 0.0309 2.0392 0.4 -0.4 -0.3
H 1.7286 -2.3569 -1.0568 0.1 0.3 0.1
H 2.3423 -0.0786 -2.1353 -0.4 0.0 0.3
H 0.9204 0.6729 -1.2004 0.6 -0.8 -0.8
H -0.9214 -0.7317 -2.4760 0.6 0.0 0.0
N -1.3157 -0.1008 -0.2304 0.3 0.4 1.3
N 0.6365 -0.1149 1.0577 0.0 0.8 0.8
N 1.2512 -1.2923 0.5507 -1.4 -0.1 1.2
S 0.2713 -0.7685 -3.1356 0.1 0.4 0.5
```
Forces are in eV/Å.

Calculated total energy = -720.211648 Ha
Orbital gap = 0.3409 Ha
HOMO = -0.3120 Ha
LUMO energy = 0.79 eV
SMILES string = [H]/N=C(\C)N/N=C\CS
Spin multiplicity = 1
Maximum force = 1.874 eV Å⁻¹

---

The following is a quantum chemistry calculation of C4H10O2 in the gas phase, from OMol25.

The geometry in XYZ format:
```
16
Properties=species:S:1:pos:R:3:forces:R:3
C 1.5304 -0.2130 0.5054 -0.5 0.2 -0.3
O 2.6083 0.4541 1.1335 0.2 0.0 0.0
C 0.1981 0.4603 0.8378 0.3 0.1 0.2
C -1.0207 -0.3485 0.4507 -0.3 -0.3 -0.8
C -1.1465 -0.4792 -1.0620 0.4 0.5 -0.5
O -1.3735 0.8212 -1.6328 -0.5 0.0 -0.2
H 1.6835 -0.2627 -0.5731 0.1 0.0 -0.1
H 1.5137 -1.2407 0.8598 0.1 -0.1 0.2
H 2.9308 1.1338 0.5366 0.0 0.0 0.1
H 0.1351 1.4474 0.3646 0.1 -0.1 0.1
H 0.2249 0.6002 1.9174 -0.2 0.2 0.1
H -1.9433 0.1333 0.7730 0.0 0.0 0.3
H -0.9770 -1.3528 0.8679 0.0 -0.1 0.2
H -1.9303 -1.1577 -1.3989 0.0 -0.1 0.3
H -0.2017 -0.8217 -1.4975 -0.1 -0.2 0.1
H -2.2316 0.8262 -2.0824 0.4 0.0 0.3
```
Forces are in eV/Å.

Calculated total energy = -308.862556 Ha
Orbital gap = 0.4028 Ha
HOMO = -0.3704 Ha
LUMO energy = 0.88 eV
SMILES string = OCCCCO
Spin multiplicity = 1
Maximum force = 0.922 eV Å⁻¹